(1)
{"formula": "C4H5NaO2", "method": "ωB97M-V/def2-TZVPD", "symbols": ["O", "C", "C", "C", "C", "H", "H", "H", "H", "Na", "O", "H"], "xyz": [[0.905, 0.535, 1.559], [1.929, -0.125, 1.515], [1.909, -0.978, 0.350], [1.360, -1.320, -0.743], [-1.463, 0.931, -0.555], [2.748, -0.122, 2.250], [1.642, -2.220, -1.305], [-0.490, 1.038, 0.287], [-1.306, 1.163, -1.625], [-4.924, 0.874, -0.608], [-2.595, 0.895, -0.117], [0.285, -0.669, -1.009]], "multiplicity": 1, "total_charge": 2, "energy_ev": -12718.4563, "fmax_ev_per_a": 3.85}

(2)
{"formula": "C4H5O2P", "method": "ωB97M-V/def2-TZVPD", "symbols": ["O", "C", "C", "P", "O", "H", "C", "C", "H", "H", "H", "H"], "xyz": [[-2.852, -2.200, 2.122], [-2.042, -1.664, 2.764], [-1.098, -1.076, 3.439], [-0.593, 0.600, 2.929], [0.420, 0.986, 3.853], [-0.478, -1.648, 4.200], [1.158, 1.447, -1.730], [1.001, 1.060, -0.464], [2.043, 1.484, -2.280], [0.259, 1.948, -2.214], [1.818, 0.759, 0.151], [0.020, 1.103, -0.010]], "multiplicity": 1, "relative_energy_ev": 1.287, "energy_ev": -17610.7023, "fmax_ev_per_a": 3.71}

(3)
{"formula": "C4H5O2P", "method": "ωB97M-V/def2-TZVPD", "symbols": ["C", "C", "C", "C", "O", "O", "P", "H", "H", "H", "H", "H"], "xyz": [[-1.830, 0.009, -0.052], [-0.117, 1.212, 0.470], [-1.940, -0.034, -1.316], [-0.286, 2.495, 0.339], [-1.909, -0.072, -2.481], [0.766, 0.240, 0.532], [0.520, -1.246, -0.141], [-2.135, -0.312, 0.935], [0.495, 3.060, 0.515], [-1.282, 2.968, 0.157], [1.920, -1.462, -0.035], [0.528, -0.820, -1.448]], "multiplicity": 1, "relative_energy_ev": 4.542, "energy_ev": -17607.4472, "fmax_ev_per_a": 5.62}

(4)
{"formula": "C4H5O3", "method": "ωB97M-V/def2-TZVPD", "symbols": ["C", "C", "C", "C", "O", "O", "O", "H", "H", "H", "H", "H"], "xyz": [[-1.319, -0.480, -0.198], [0.994, -0.850, -0.205], [1.035, 0.436, 0.657], [-1.597, 0.733, -0.644], [-0.432, -1.270, 0.041], [0.276, 1.324, 0.059], [-2.354, 0.101, 0.428], [1.232, -0.565, -1.272], [1.494, -1.777, 0.117], [0.880, 0.012, 1.750], [2.043, 0.788, 0.380], [-2.252, 1.547, -1.112]], "multiplicity": 1, "total_charge": 1, "relative_energy_ev": 6.512, "energy_ev": -10356.3396, "fmax_ev_per_a": 4.17}

(5)
{"formula": "C4H5O3P", "method": "ωB97M-V/def2-TZVPD", "symbols": ["C", "C", "C", "C", "O", "O", "O", "P", "H", "H", "H", "H", "H"], "xyz": [[0.270, 1.583, 0.217], [1.258, -1.111, -1.494], [-0.429, 0.271, 0.374], [-1.833, -0.074, 0.660], [-0.085, 2.718, 0.239], [2.007, -1.117, 1.272], [1.602, 1.115, 0.093], [1.211, -0.539, 0.185], [1.817, -2.006, -1.575], [0.642, -0.608, -2.179], [-2.152, 0.437, 1.569], [-1.770, -1.158, 0.668], [-2.538, 0.489, -0.027]], "multiplicity": 1, "relative_energy_ev": 0.853, "energy_ev": -19657.7615, "fmax_ev_per_a": 2.75}

(6)
{"formula": "C4H5O4", "method": "ωB97M-V/def2-TZVPD", "symbols": ["O", "C", "O", "C", "C", "C", "O", "O", "H", "H", "H", "H", "H"], "xyz": [[0.255, -1.004, 2.969], [-0.360, -0.283, 2.161], [-1.476, 0.274, 2.267], [0.425, 0.066, 0.858], [-0.501, 0.320, -0.333], [0.006, -0.225, -1.634], [-0.208, -1.327, -2.077], [0.794, 0.648, -2.312], [1.085, -0.769, 0.653], [1.074, 0.910, 1.125], [-0.765, 1.368, -0.469], [-1.462, -0.156, -0.114], [1.133, 0.176, -3.093]], "multiplicity": 1, "total_charge": -1, "relative_energy_ev": 0.036, "energy_ev": -12421.2660, "fmax_ev_per_a": 0.80}

Which formula does entry 5 have? C4H5O3P